{"formula": "C22H49F9N4O2P2SSi2", "method": "ωB97M-V/def2-TZVPD", "elements": ["C", "N", "C", "C", "O", "C", "C", "N", "C", "C", "P", "N", "C", "P", "C", "O", "C", "C", "C", "C", "C", "C", "F", "F", "C", "F", "F", "S", "F", "F", "F", "F", "F", "H", "H", "H", "H", "H", "H", "H", "H", "H", "H", "H", "H", "H", "H", "H", "H", "H", "H", "H", "H", "H", "H", "H", "H", "H", "H", "H", "H", "H", "H", "H", "C", "Si", "C", "C", "N", "Si", "C", "C", "C", "H", "H", "H", "H", "H", "H", "H", "H", "H", "H", "H", "H", "H", "H", "H", "H", "H", "H"], "positions_angstrom": [[0.74097, -4.04878, 5.35249], [1.29186, -2.81576, 4.77658], [2.69808, -2.56738, 5.13189], [0.46329, -1.68575, 5.05304], [0.49275, -1.07572, 6.11609], [-0.48318, -1.26900, 3.93467], [0.26545, -1.20547, 2.60438], [1.07606, 0.04443, 2.58878], [2.18916, -0.09189, 1.58591], [1.68340, -0.81225, 0.31793], [2.71456, -0.18891, -1.08957], [1.88056, 0.41296, -2.26408], [0.16604, -0.55703, 0.14658], [-0.64882, -1.34164, -1.37079], [0.67040, -2.40260, -2.10620], [-0.88917, -0.09865, -2.39812], [-0.59117, -1.24711, 1.32926], [-1.95563, -0.55625, 1.45677], [-3.11750, -1.41229, 1.95576], [-3.30375, -2.72923, 1.17197], [-2.56181, -3.91163, 1.80105], [-3.46451, -5.09229, 2.11758], [-4.05821, -4.83284, 3.33371], [-4.47179, -5.25199, 1.23443], [-2.68094, -6.42449, 2.35166], [-3.33898, -7.21186, 3.22214], [-1.48686, -6.08324, 2.92553], [-2.32808, -7.43391, 0.78262], [-0.75613, -7.21196, 0.89684], [-2.41152, -6.12791, -0.11118], [-3.87272, -7.68022, 0.63209], [-2.17804, -8.74602, 1.65808], [-2.09103, -8.28312, -0.51795], [0.30014, -4.68812, 4.59352], [1.52424, -4.61876, 5.83634], [-0.01424, -3.85163, 6.10965], [2.90032, -1.50221, 5.08732], [2.92334, -2.91267, 6.13570], [3.33824, -3.07526, 4.41975], [-1.27922, -2.00091, 3.92190], [-0.85256, -0.28330, 4.19307], [0.93578, -2.05624, 2.59388], [1.50828, 0.22613, 3.49263], [0.49033, 0.84513, 2.34644], [2.58319, 0.89411, 1.37235], [2.95609, -0.69017, 2.06441], [1.90345, -1.86617, 0.45884], [3.52270, -1.28914, -1.44982], [3.60813, 0.76384, -0.55531], [2.13617, 1.39298, -2.35230], [-0.01753, 0.51599, 0.15005], [0.14868, -3.21518, -2.59563], [1.28697, -1.86211, -2.81921], [1.27114, -2.84585, -1.31832], [-0.74642, -0.40169, -3.29841], [-0.67338, -2.29014, 1.04150], [-1.86304, 0.32691, 2.09081], [-2.22502, -0.19564, 0.46961], [-4.02042, -0.82617, 1.81139], [-3.07947, -1.62295, 3.02047], [-4.36581, -2.90875, 1.07209], [-2.91929, -2.55714, 0.17161], [-1.75720, -4.23324, 1.14790], [-2.11289, -3.64148, 2.74869], [-0.01005, 8.96057, -4.81358], [0.76276, 7.23538, -4.73955], [2.64341, 7.49024, -4.77544], [0.29480, 6.37042, -6.36171], [0.20405, 6.45701, -3.36055], [0.60208, 4.91872, -2.86662], [2.45335, 4.67608, -2.48984], [0.10308, 3.54662, -4.07916], [-0.30724, 4.54272, -1.23764], [0.32454, 9.51565, -5.69801], [-1.09866, 8.88536, -4.85004], [0.26627, 9.53574, -3.92744], [2.93179, 8.20050, -5.56000], [3.17263, 6.55505, -4.97592], [2.99051, 7.88641, -3.81922], [-0.76223, 6.09834, -6.35406], [0.88396, 5.46371, -6.51986], [0.46838, 7.02593, -7.22397], [3.04541, 4.63484, -3.40620], [2.63246, 3.73305, -1.94405], [2.82560, 5.49460, -1.87186], [-0.92485, 3.69542, -4.41279], [0.16560, 2.55261, -3.61239], [0.75509, 3.53231, -4.95543], [-1.38658, 4.60406, -1.38759], [-0.02177, 5.26612, -0.47039], [-0.06785, 3.53215, -0.86757]], "mulliken_charge": [-1.0241, 0.5084, -1.1290, -0.6144, -0.5487, -0.0991, -1.4733, 0.3810, -1.7782, 0.1852, -0.0705, -0.4544, -0.7873, 0.3252, -1.3463, -0.3879, 1.8979, -1.7058, -0.8960, -0.8881, -0.2641, 0.8084, -0.3655, -0.2895, 0.4439, -0.2793, -0.2487, 1.4217, -0.3072, -0.3125, -0.2855, -0.3132, -0.2870, 0.2845, 0.3647, 0.3825, 0.3705, 0.4384, 0.3072, 0.1956, 0.3612, 0.3592, 0.5277, 0.5730, 0.8434, 0.2588, 0.5818, 0.1070, 0.1529, 0.1247, 0.5428, 0.4793, 0.3775, 0.3262, 0.3216, -0.2632, 0.3160, 0.6797, 0.4063, 0.4562, 0.7428, 0.1649, 0.5091, -0.1799, -1.0251, 0.1336, -1.0611, -1.0549, -0.1662, 0.0682, -0.9709, -0.6413, -0.4799, 0.2763, 0.2515, 0.2505, 0.3523, 0.3018, 0.2581, 0.2601, 0.3010, 0.3517, 0.2859, 0.1671, 0.3770, 0.3417, -0.0363, 0.2688, 0.2719, 0.2854, -0.2960], "homo_ev": -5.1983, "spin_multiplicity": 1, "lumo_energy_ha": -0.0495, "charge": 0}